Below is a structure of composition C32H31BMoN7O7S, with properties calculated with ωB97M-V/def2-TZVPD.

Geometry as XYZ:
```
80
Properties=species:S:1:pos:R:3:forces:R:3:lowdin_spin:R:1
Mo -0.050859 -0.181099 -0.055154 -0.1681 -1.6889 0.3459 1.8006
O -0.875154 -1.618878 -6.144150 -0.0015 -0.0868 -0.0481 0.0047
C -0.805962 -1.263207 -4.837988 -0.0048 -0.0152 -0.0573 0.0088
C -1.083970 -2.149038 -3.807927 -0.0188 -0.1245 -0.1509 -0.0017
C -0.953304 -1.701538 -2.518397 0.0725 0.0059 0.1969 0.0095
N -0.549085 -0.467003 -2.207853 -0.1640 0.4789 -0.3041 0.0144
C -0.407360 0.419162 -3.208296 -0.0444 0.0052 0.1023 0.0121
C -0.508664 0.052849 -4.531375 0.0217 0.0331 -0.0257 -0.0014
C -0.284979 1.906420 -2.842965 -0.0011 0.0102 -0.0789 0.0035
O -0.178631 2.692792 -3.796653 0.0964 -0.0642 0.1703 0.0029
O -0.362150 2.137086 -1.615014 -0.0369 0.1018 -0.0207 0.0428
C -1.384747 -2.555429 -1.347381 0.1754 0.2144 0.0922 0.0054
O -1.895844 -3.643156 -1.544574 -0.0754 -0.0668 0.0509 0.0066
O -1.187011 -1.978451 -0.214089 0.0503 0.0241 -0.4398 0.0095
H -1.068747 -2.561151 -6.200432 -0.0074 0.0208 -0.0039 0.0000
H -1.423499 -3.166243 -3.964134 0.0068 0.0267 -0.0117 -0.0003
H -0.375855 0.811355 -5.289480 -0.0098 -0.0242 0.0141 0.0001
O 4.092633 -0.841096 -1.064860 0.0098 -0.0963 -0.0604 0.0020
S 3.021239 -0.161495 -1.753843 -0.1767 0.1603 0.2285 0.0032
O 2.239877 -0.879117 -2.722354 -0.0244 -0.1990 0.0438 0.0015
N 1.981731 0.521206 -0.682025 0.4554 0.5591 -0.0394 0.0143
C 2.512151 1.535574 0.120800 -0.3998 -0.1003 0.0066 0.0006
C 3.829652 1.926266 0.255709 0.2265 0.0231 0.0856 0.0093
C 4.197494 3.041537 1.040843 0.1205 -0.1953 -0.1787 -0.0017
C 3.283097 3.764991 1.738126 -0.1263 0.0454 0.0841 0.0068
C 1.930334 3.356459 1.698777 0.0537 -0.0101 -0.0821 -0.0006
C 0.924004 3.998955 2.444873 0.2159 0.1649 0.1158 0.0148
C -0.346886 3.532742 2.396296 -0.3521 -0.1967 -0.0729 -0.0017
C -0.630917 2.401220 1.609220 -0.2461 0.3350 0.2460 0.0181
N 0.273744 1.781691 0.900442 0.5554 0.2624 -0.2006 0.0045
C 1.554208 2.251901 0.908697 0.0647 -0.0627 -0.0624 0.0052
C 3.821246 1.148709 -2.669108 0.1506 0.0210 -0.0120 0.0005
C 3.080565 2.038817 -3.427872 -0.0290 0.0805 0.0707 0.0002
C 3.737967 2.982508 -4.203598 0.0102 0.0362 -0.0326 0.0000
C 5.124307 3.021630 -4.236151 0.0195 -0.0417 0.0461 0.0000
C 5.861872 2.109933 -3.489065 -0.0264 0.0301 0.0058 0.0000
C 5.213042 1.171714 -2.700018 -0.1357 0.0211 -0.1236 0.0001
H 4.614463 1.366419 -0.222947 -0.0053 -0.0068 -0.0061 0.0006
H 5.245163 3.315794 1.083996 -0.0058 -0.0439 -0.0218 -0.0003
H 3.568429 4.618487 2.341839 -0.0256 -0.0252 -0.0247 0.0004
H 1.184826 4.850378 3.064593 0.0147 -0.0149 -0.0459 0.0008
H -1.146459 3.993489 2.959228 -0.0125 -0.0072 -0.0164 -0.0005
H -1.631024 2.004025 1.576141 -0.0638 -0.0131 0.0507 0.0008
H 2.001675 2.031787 -3.424231 -0.0577 -0.0411 0.0223 0.0001
H 3.150836 3.683931 -4.783222 0.0125 -0.0117 0.0163 0.0000
H 5.631841 3.761072 -4.844164 -0.0020 -0.0185 0.0044 0.0000
H 6.944741 2.130375 -3.516696 -0.0189 0.0003 -0.0082 0.0000
H 5.768374 0.445613 -2.122298 -0.0168 0.0129 0.0287 0.0000
B -2.605853 -1.196273 2.384501 0.0467 -0.0542 -0.0677 0.0005
N -3.023778 -0.268405 1.184644 0.2501 0.0980 0.1068 0.0014
C -4.282156 0.066202 0.897841 -0.0631 -0.0022 0.0310 0.0065
C -4.294331 0.885891 -0.218731 0.0352 0.0140 -0.0265 0.0020
C -2.952368 1.012087 -0.565575 -0.0286 -0.0162 0.1140 0.0080
N -2.193385 0.312403 0.288826 -0.3197 -0.1234 -0.1154 0.0039
N -1.163141 -0.815149 2.876355 -0.0787 0.0897 -0.1399 0.0025
C -0.803124 -0.781935 4.164874 -0.0513 0.0549 0.0339 0.0063
C 0.545091 -0.484135 4.254110 0.0548 -0.0132 -0.0139 0.0046
C 0.948330 -0.355271 2.928631 -0.0337 0.0465 0.0097 0.0135
N -0.082792 -0.563690 2.106951 0.0305 0.1050 0.3483 0.0054
H -3.348290 -0.924452 3.308413 0.0485 -0.0561 -0.0816 0.0000
H -2.663347 -2.359964 2.073997 0.0553 0.1140 -0.0275 0.0002
H -5.087448 -0.301462 1.513776 0.0422 0.0328 -0.0074 0.0004
H -5.146994 1.332638 -0.701936 0.0474 -0.0261 0.0127 0.0000
H -2.478917 1.587634 -1.343728 0.0146 -0.0275 0.0197 0.0004
H -1.537792 -0.974515 4.930516 0.0397 0.0163 -0.0637 0.0004
H 1.147575 -0.389456 5.142452 -0.0409 -0.0013 -0.0588 0.0003
H 1.921352 -0.116928 2.526859 -0.0197 -0.0312 -0.0075 0.0012
C 1.839973 -3.503588 2.153193 0.1254 0.0083 -0.0153 0.0000
C 0.970338 -3.245962 0.922469 0.0397 0.1139 -0.0755 -0.0050
C 1.148869 -4.420329 -0.042436 -0.0446 -0.0347 -0.1202 -0.0013
C 1.334593 -1.924999 0.199313 -0.0402 -0.0655 0.1425 -0.0540
H 1.585013 -4.467287 2.606525 0.0109 0.0305 -0.0316 0.0000
H 1.714779 -2.739045 2.917622 -0.0039 0.0356 0.0187 0.0001
H 2.900840 -3.534700 1.874636 -0.0737 0.0049 0.0199 0.0000
H -0.070085 -3.243225 1.238805 -0.1054 0.0848 0.0360 -0.0014
H 2.198466 -4.503246 -0.349245 -0.0560 0.0081 0.0297 0.0000
H 0.545037 -4.291755 -0.943342 0.0276 -0.0400 0.0751 0.0002
H 0.849968 -5.364659 0.424454 0.0330 0.0341 -0.0136 -0.0003
H 1.527865 -2.154253 -0.850083 0.0273 0.0018 -0.0576 0.0077
H 2.275008 -1.549559 0.605343 -0.0448 0.0802 0.0264 0.0004
```
Positions in Å, forces in eV/Å.

Its expectation value of S² is 2.03. The HOMO energy (alpha / beta) is -4.88 / -5.49 eV. The lowest unoccupied orbital energy (alpha / beta) is 2.29 / 2.09 eV. The total charge is -1. The multiplicity is 3. The frontier orbital gap (alpha / beta) comes out at 7.17 / 7.58 eV. The calculation puts the maximum force at 1.73 eV Å⁻¹.